A single CH9N4P molecule, computed with wB97M-V/def2-TZVPD.

Summary:
total charge: 0
LUMO: 1.22 eV
frontier orbital gap: 9.013 eV
HOMO energy: -7.79 eV
structure (SMILES): NCNP(N)N
electronic energy: -16431.9855 eV
energy above the lowest of the compared OMol25 structures with the same formula, charge and spin: 14.4 kcal per mole
spin multiplicity: 1

Bonds (Å) are listed after each position.
Cartesian coordinates (Å):
1 N 2.45109 1.42791 -0.25411  C2 1.473, H7 1.037, H8 0.979
2 C 1.65757 0.43952 0.49575  N1 1.473, N3 1.504, H9 1.173, H10 1.136
3 N 0.19071 0.35140 0.17598  C2 1.504, P4 1.791, H11 1.060
4 P -1.03263 -0.85840 0.67474  N3 1.791, N5 1.687, N6 1.684
5 N -0.95205 -1.74351 -0.75941  P4 1.687, H12 0.982, H13 1.061
6 N -2.53017 -0.13677 0.40662  P4 1.684, H14 1.032, H15 1.091
7 H 2.49761 1.13310 -1.24709  N1 1.037
8 H 1.78888 2.14921 -0.24016  N1 0.979
9 H 1.59875 0.82351 1.60276  C2 1.173
10 H 2.13964 -0.58913 0.46501  C2 1.136
11 H -0.20979 1.33225 0.13562  N3 1.060
12 H -1.42945 -2.58721 -0.60460  N5 0.982
13 H -0.10331 -1.80299 -1.39409  N5 1.061
14 H -3.24456 -0.08120 1.14952  N6 1.032
15 H -2.82228 0.14230 -0.60654  N6 1.091